14
Properties=species:S:1:pos:R:3:nbo_charge:R:1 method="wB97M-V/def2-TZVPD" e_above_lowest_kcal_mol=102.95 gap_ev="7.0 / 7.0" total_charge=+2 e_homo_ev="-21.085 / -21.066"
C -1.6799 1.6231 -0.1194 -0.29
C -0.3792 1.2824 -0.1994 0.24
C -1.3440 -0.6370 0.3490 0.19
C -2.4051 0.4009 0.3013 0.51
C -4.0449 -1.0189 -0.2736 0.72
C 0.9776 -0.8828 0.0028 -0.48
N -3.6264 -0.0523 0.2533 -0.53
N -0.1741 -0.1371 0.0586 -0.20
H -2.0499 2.6501 -0.3216 0.35
H 0.4378 1.8632 -0.4375 0.28
H -1.3245 -1.7422 0.6509 0.32
H 0.9301 -2.0148 0.1089 0.30
H 1.5666 -0.5777 0.8140 0.29
H 1.5432 -0.6599 -0.9740 0.30

=====

113
Properties=species:S:1:pos:R:3:lowdin_charge:R:1 method="wB97M-V/def2-TZVPD" e_above_lowest_kcal_mol=0.00 gap_ev=6.6 total_charge=+2 e_homo_ev=-11.198
Y 0.5310 -0.6195 -0.1353 0.85
C 1.8280 -6.3838 -0.5325 -0.03
N 1.6054 -5.1624 0.2251 -0.13
C 1.8952 -5.1719 1.6535 -0.02
C 1.2039 -4.0001 -0.3406 -0.40
N 0.8481 -2.9512 0.3318 0.03
N 1.2102 -3.9931 -1.7300 0.17
C 0.7396 -3.0230 -2.5947 -0.49
N 0.8022 -3.3843 -3.8943 0.20
N 0.2890 -1.8849 -2.1905 0.01
H 2.7938 -6.3804 -1.0451 0.10
H 1.0197 -6.5538 -1.2435 0.10
H 1.8191 -7.2210 0.1618 0.10
H 2.4047 -6.1012 1.8966 0.10
H 0.9806 -5.1163 2.2512 0.10
H 2.5505 -4.3387 1.9167 0.09
H 0.8577 -3.1324 1.3326 0.04
H 1.6836 -4.7704 -2.1650 0.13
H 1.1108 -4.2917 -4.1931 0.12
H 0.5755 -2.7130 -4.6093 0.12
H -0.0257 -1.3341 -2.9932 0.06
N -0.8239 0.1158 3.3270 -0.11
P 0.6568 0.5542 2.5888 0.97
C 1.0542 2.0741 3.4563 -0.38
C 1.6763 2.0498 4.7031 -0.07
C 1.9259 3.2380 5.3716 -0.05
C 1.5554 4.4462 4.7990 -0.05
C 0.9379 4.4732 3.5555 -0.06
C 0.6895 3.2893 2.8829 -0.12
C 1.8354 -0.6983 3.1879 -0.38
C 1.4045 -1.8436 3.8587 -0.10
C 2.3249 -2.7888 4.2892 -0.09
C 3.6782 -2.5961 4.0494 -0.07
C 4.1097 -1.4604 3.3801 -0.05
C 3.1958 -0.5134 2.9479 -0.10
C -1.6186 -0.8889 2.8246 -0.43
C -2.7516 -1.3198 3.5349 0.00
C -3.5364 -2.2985 2.9879 -0.03
C -3.1943 -2.8472 1.7466 -0.05
C -2.0672 -2.3724 1.1277 -0.18
N -1.2757 -1.4095 1.6440 0.00
H -1.0265 0.4461 4.2644 0.13
H 1.9872 1.1123 5.1445 0.11
H 2.4142 3.2212 6.3341 0.11
H 1.7530 5.3697 5.3227 0.11
H 0.6569 5.4149 3.1068 0.11
H 0.2245 3.3158 1.9055 0.07
H 0.3542 -1.9941 4.0747 0.10
H 1.9851 -3.6614 4.8276 0.11
H 4.3961 -3.3230 4.3990 0.11
H 5.1626 -1.3029 3.1995 0.12
H 3.5539 0.3730 2.4421 0.09
H -2.9904 -0.8729 4.4876 0.12
H -4.4157 -2.6394 3.5158 0.12
H -3.7864 -3.6217 1.2881 0.11
H -1.7546 -2.7660 0.1666 0.09
N -1.6152 1.2680 -2.2253 -0.39
P -2.1974 -0.0500 -1.3380 0.90
C -3.6613 0.5267 -0.4434 -0.35
C -4.9296 0.5425 -1.0240 -0.07
C -6.0110 1.0557 -0.3258 -0.05
C -5.8380 1.5540 0.9571 -0.05
C -4.5812 1.5398 1.5447 -0.06
C -3.5014 1.0264 0.8473 -0.13
C -2.8590 -1.1900 -2.5824 -0.38
C -2.5122 -1.0676 -3.9249 -0.11
C -2.9540 -2.0024 -4.8528 -0.07
C -3.7370 -3.0692 -4.4440 -0.06
C -4.0860 -3.1981 -3.1052 -0.06
C -3.6516 -2.2651 -2.1795 -0.10
P -0.0343 1.7832 -1.8668 0.89
C -0.2693 3.4847 -1.2896 -0.37
C 0.4898 4.5373 -1.7937 -0.07
C 0.3075 5.8226 -1.3041 -0.05
C -0.6363 6.0670 -0.3193 -0.06
C -1.4014 5.0215 0.1839 -0.08
C -1.2122 3.7376 -0.2960 -0.12
C 0.7848 1.9549 -3.4678 -0.38
C 0.0345 2.0316 -4.6441 -0.10
C 0.6639 2.2037 -5.8659 -0.07
C 2.0456 2.3193 -5.9199 -0.06
C 2.7959 2.2626 -4.7551 -0.05
C 2.1700 2.0775 -3.5319 -0.13
H -2.2686 1.8830 -2.7083 0.09
H -5.0809 0.1516 -2.0205 0.11
H -6.9893 1.0688 -0.7838 0.12
H -6.6828 1.9516 1.4966 0.11
H -4.4457 1.9247 2.5434 0.11
H -2.5227 1.0194 1.3199 0.07
H -1.9051 -0.2330 -4.2520 0.08
H -2.6971 -1.8845 -5.8958 0.11
H -4.0907 -3.7917 -5.1646 0.11
H -4.7115 -4.0204 -2.7860 0.11
H -3.9571 -2.3618 -1.1450 0.10
H 1.2250 4.3605 -2.5657 0.10
H 0.8963 6.6358 -1.7034 0.11
H -0.7830 7.0705 0.0508 0.11
H -2.1469 5.2111 0.9426 0.11
H -1.8236 2.9334 0.0944 0.08
H -1.0443 1.9598 -4.6138 0.09
H 0.0783 2.2607 -6.7725 0.11
H 2.5370 2.4619 -6.8718 0.11
H 3.8697 2.3623 -4.7977 0.12
H 2.7633 2.0358 -2.6323 0.05
Te 3.3138 -0.6086 -1.0362 0.73
C 3.9832 1.1767 -0.1713 -1.06
C 5.2605 1.5433 0.1395 -0.24
C 5.3351 2.8176 0.7765 -0.18
C 4.1192 3.3989 0.9520 -0.38
S 2.8793 2.3944 0.3198 0.85
H 6.1198 0.9297 -0.0737 0.10
H 6.2598 3.2783 1.0854 0.11
H 3.8915 4.3479 1.3959 0.07

=====

66
Properties=species:S:1:pos:R:3:lowdin_spin:R:1 method="wB97M-V/def2-TZVPD" e_above_lowest_kcal_mol=2.50 multiplicity=6 gap_ev="8.5 / 6.4" total_charge=+2 e_homo_ev="-14.989 / -15.316"
Ru 0.3441 0.5278 -1.2142 3.80
C -2.6754 -1.9009 -2.7191 0.01
S -0.9622 -1.8403 -3.2024 0.03
C -0.5881 -3.5849 -3.2364 0.01
O -0.2093 -1.3711 -1.9177 0.21
H -3.2164 -2.3726 -3.5401 0.00
H -3.0218 -0.8774 -2.5933 0.00
H -2.7721 -2.4750 -1.7998 0.00
H -1.1916 -4.0348 -4.0248 0.00
H -0.8199 -4.0227 -2.2672 0.00
H 0.4655 -3.7046 -3.4780 0.00
C 2.3215 3.1795 -2.5032 0.01
O 2.6414 1.8417 -3.0026 0.04
C 2.0958 0.7766 -2.6046 0.16
C 2.7254 -0.4326 -3.1958 0.02
H 1.6916 3.6477 -3.2540 0.00
H 3.2833 3.6744 -2.4180 0.00
H 1.8181 3.0982 -1.5422 0.00
H 3.2851 -0.2000 -4.1008 0.00
H 1.9965 -1.2242 -3.3537 0.00
H 3.4263 -0.8062 -2.4372 0.00
F -1.4838 0.8925 -2.4950 0.08
Sb -2.0192 2.8204 -2.3911 0.00
F -3.3883 2.4823 -3.5909 0.00
F -2.1165 4.6237 -2.0008 0.00
F -0.7142 3.0805 -3.7145 0.00
F -0.4339 2.6210 -1.1345 0.13
F -3.0611 2.2970 -0.9218 0.00
C 1.0885 2.5802 2.4364 0.00
C -0.0682 1.5808 2.4330 0.04
C -0.3060 1.0270 3.8453 0.02
C -1.3483 2.2933 1.9832 0.00
P 0.2751 0.1407 1.2945 0.21
C -1.1243 -0.9898 1.4028 0.03
C -2.2895 -0.6199 0.7255 0.02
C -3.4390 -1.3841 0.8439 0.00
C -3.4319 -2.5285 1.6301 0.01
C -2.2774 -2.9024 2.3074 0.00
C -1.1269 -2.1388 2.1973 0.01
C 1.9328 -0.6929 1.5217 0.03
C 2.3207 -0.9562 2.9807 0.01
C 1.9052 -2.0195 0.7511 0.01
C 3.0155 0.1987 0.8930 0.04
H 0.7812 3.4462 3.0232 0.00
H 1.3281 2.9395 1.4325 0.00
H 1.9877 2.1794 2.9004 0.00
H -0.5671 1.8721 4.4853 0.00
H 0.5718 0.5516 4.2763 0.00
H -1.1425 0.3283 3.8723 0.00
H -1.5076 3.1314 2.6624 0.00
H -2.2246 1.6501 2.0512 0.00
H -1.2770 2.6957 0.9748 0.00
H -2.3250 0.2839 0.1234 0.01
H -4.3427 -1.0761 0.3347 0.00
H -4.3290 -3.1253 1.7258 0.00
H -2.2784 -3.7804 2.9382 0.00
H -0.2474 -2.4358 2.7513 0.00
H 1.5858 -1.5500 3.5222 0.00
H 2.4975 -0.0344 3.5317 0.00
H 3.2570 -1.5182 2.9812 0.00
H 1.2245 -2.7482 1.1860 0.00
H 2.9104 -2.4435 0.7684 0.00
H 1.6188 -1.8989 -0.3002 0.01
H 3.1561 1.1405 1.4134 0.00
H 2.8135 0.4317 -0.1630 0.02
H 3.9617 -0.3443 0.9160 0.00

=====

9
Properties=species:S:1:pos:R:3:nbo_charge:R:1 method="wB97M-V/def2-TZVPD" e_above_lowest_kcal_mol=16.85 smiles="[H]/N=[N+](Cl)/N=C/O" gap_ev=9.9 total_charge=+1 e_homo_ev=-16.515
C 0.7393 -0.3110 0.1861 0.52
N -1.7883 1.5934 0.6442 -0.19
N -0.3814 -0.1109 0.7062 -0.28
N -1.5035 0.4377 0.5058 0.23
O 1.5736 -1.4141 0.8401 -0.62
Cl -2.7513 -0.8906 0.1715 0.20
H 1.1489 0.0878 -0.7350 0.22
H -2.7593 1.8973 0.5805 0.42
H 2.4795 -1.3849 0.5051 0.51

=====

22
Properties=species:S:1:pos:R:3:nbo_charge:R:1 method="wB97M-V/def2-TZVPD" e_above_lowest_kcal_mol=96.05 gap_ev=9.1 e_homo_ev=-8.209
C -3.0795 0.0308 0.0634 -0.28
C -2.6825 -1.2991 -0.1681 -0.30
C -2.0267 0.8374 0.0238 -0.07
C -1.3402 -1.1808 -0.3412 -0.01
C 2.5735 -0.8986 0.6204 -0.34
C 2.2129 -1.1435 -0.6045 0.14
C 1.5244 -0.1020 1.3521 -0.43
C 0.4445 0.4280 -0.4072 0.54
C 0.7244 1.8817 -0.5882 -0.67
N -0.8866 0.1120 -0.2718 -0.41
O 1.1545 -0.5095 -1.1864 -0.53
H -4.0973 0.3756 0.0827 0.22
H -3.2303 -2.1644 -0.0983 0.22
H -1.8794 1.8315 0.0763 0.20
H -0.6385 -1.9049 -0.5023 0.20
H 3.3890 -1.5010 1.0410 0.23
H 2.7514 -1.7301 -1.3615 0.20
H 1.0681 -0.6203 2.1623 0.20
H 1.8173 0.8176 1.5497 0.17
H 1.7640 2.1925 -0.6580 0.25
H 0.3768 2.2161 0.5231 0.23
H 0.0606 2.3309 -1.3071 0.23

=====

74
Properties=species:S:1:pos:R:3:lowdin_spin:R:1 method="wB97M-V/def2-TZVPD" e_above_lowest_kcal_mol=76.22 multiplicity=3 gap_ev="6.9 / 7.5" e_homo_ev="-7.190 / -7.341"
C -0.7009 1.0693 -3.8786 0.00
C -0.6340 -0.2841 -3.2509 0.00
H -0.4771 1.0461 -4.9473 0.00
H 0.0187 1.7233 -3.3734 0.00
H -1.6924 1.5185 -3.7434 0.00
C -0.0776 -1.3628 -3.8192 0.00
C 0.5752 -1.3419 -5.1585 0.00
H -0.0194 -2.3098 -3.2807 0.00
H 1.4112 -0.6252 -5.1905 0.00
H -0.1295 -1.0778 -5.9607 0.00
H 0.9752 -2.3328 -5.4011 0.00
V 0.1109 1.3492 1.2757 1.97
Cl -2.0553 1.9657 1.1455 0.04
Cl 1.8864 2.7120 1.9343 0.00
C -1.8971 -1.1881 1.9940 0.00
O -0.7639 -0.7140 1.7781 0.00
N -2.0506 -2.3734 2.6213 0.00
C -0.8776 -3.1403 3.0052 0.00
C -3.3571 -2.9733 2.8173 0.00
H -2.8387 -0.6946 1.6946 0.00
H -0.2036 -2.5348 3.6268 0.00
H -0.3303 -3.4959 2.1194 0.00
H -1.2382 -4.0052 3.5725 0.00
H -4.1241 -2.1926 2.7405 0.00
H -3.3909 -3.4422 3.8087 0.00
H -3.5658 -3.7480 2.0637 0.00
H 2.4602 0.1819 -2.0282 0.00
H 2.4821 -2.5947 -2.2102 0.00
C 3.1226 -0.0609 -1.1850 0.00
C 3.0181 -2.5288 -1.2508 0.00
N 2.6696 -1.2958 -0.5614 0.00
H 3.0826 0.7445 -0.4452 0.00
C 2.1470 -1.2818 0.6841 0.00
O 2.0033 -0.2421 1.3547 0.01
H 2.7473 -3.3944 -0.6342 0.00
H 1.8540 -2.2855 1.0553 0.00
H 4.1458 -0.2230 -1.5457 0.00
H 4.0990 -2.5423 -1.4567 0.00
O 0.1173 0.0945 -1.1290 -0.04
C -1.0013 -0.2990 -1.7650 0.00
C -0.4736 -2.6105 -0.8606 0.00
C -1.4293 -1.6625 -1.2163 0.00
H 0.5826 -2.3055 -0.8850 0.00
C -0.8692 -3.9048 -0.5331 0.00
H -1.8460 0.4056 -1.6280 0.00
C -2.7855 -1.9670 -1.1253 0.00
H -0.1082 -4.6505 -0.2844 0.00
C -2.2301 -4.2404 -0.5278 0.00
C -3.1873 -3.2633 -0.8121 0.00
H -3.5021 -1.1739 -1.3494 0.00
H -2.5416 -5.2504 -0.2592 0.00
H -4.2530 -3.5042 -0.7844 0.00
Si 1.0959 4.4257 -0.1512 0.00
Cl 0.4627 2.4457 -0.7548 0.00
C 2.9735 4.6311 -0.0476 0.00
C 0.0043 5.0471 1.2475 0.00
C 0.6021 5.4686 -1.6598 0.00
H 3.5205 3.7283 -0.3584 0.00
H 3.2818 4.9138 0.9710 0.00
H 3.2536 5.4537 -0.7258 0.00
H 1.3436 5.3723 -2.4654 0.00
H 0.5746 6.5185 -1.3307 0.00
H -0.3886 5.1859 -2.0417 0.00
H -0.7700 4.3174 1.5344 0.00
H -0.4859 5.9623 0.8746 0.00
H 0.6284 5.3077 2.1151 0.00
S 0.4540 0.1818 5.6349 0.00
C -0.4784 1.6705 5.4911 0.00
C -0.6431 1.9960 4.1670 0.00
N -0.0622 1.0887 3.3075 -0.01
C 0.6038 0.1157 3.9396 0.01
H -0.8829 2.2289 6.3241 0.00
H -1.1580 2.8388 3.7135 0.00
H 1.2127 -0.5909 3.4046 0.00

=====

81
Properties=species:S:1:pos:R:3:lowdin_spin:R:1 method="wB97M-V/def2-TZVPD" e_above_lowest_kcal_mol=36.74 multiplicity=2 gap_ev="5.7 / 5.5" e_homo_ev="-7.258 / -7.098"
V 0.1537 -0.6746 -0.7975 0.79
C 0.6244 4.6432 1.5937 0.00
C 0.0811 3.3808 0.9062 0.00
N 0.3671 2.1323 1.5828 0.00
C -0.5932 1.6349 2.5470 0.00
C -0.6717 2.3944 3.8798 0.00
C 1.7541 1.8626 1.7942 0.00
C 2.0846 0.3764 1.9255 0.01
N 1.6203 -0.4116 0.8085 0.06
C 2.1734 -1.5980 0.5360 0.02
C 1.5868 -2.1123 -0.6540 0.01
F -0.7638 -1.7935 -1.7864 -0.01
C 2.0427 -3.3275 -1.1006 0.01
F 1.5427 -3.8454 -2.2391 0.00
C 3.0228 -4.0635 -0.4487 0.02
C 3.5413 -3.5609 0.7417 0.02
F 4.4462 -4.2833 1.4129 0.00
C 3.1508 -2.3425 1.2405 0.01
F 3.6764 -1.9026 2.3963 0.00
H 0.3195 5.5250 1.0271 0.00
H 1.7151 4.6323 1.6465 0.00
H 0.2367 4.7422 2.6062 0.00
H 0.5138 3.3276 -0.1027 0.00
H -0.9979 3.4561 0.8026 0.00
H -0.3561 0.5889 2.7597 0.00
H -1.5738 1.6612 2.0721 0.00
H 0.3161 2.5060 4.3323 0.00
H -1.3062 1.8431 4.5768 0.00
H -1.1098 3.3815 3.7389 0.00
H 2.1447 2.3619 2.6975 0.00
H 2.2929 2.2554 0.9254 0.00
H 1.6548 -0.0128 2.8565 0.00
H 3.1702 0.2907 2.0210 0.00
H 3.3638 -5.0140 -0.8352 0.00
Cl -0.0674 -0.9483 -4.2744 0.00
C 0.4828 -0.2774 -5.8292 0.00
Cl 1.9604 0.6795 -5.6490 0.00
H -0.2868 0.3769 -6.2207 0.00
H 0.7011 -1.0925 -6.5084 0.00
Cl -1.0304 -2.1121 1.1209 0.00
C -2.2027 -1.9526 2.3922 0.00
C -1.8914 -2.4418 3.6469 0.00
C -2.7922 -2.3007 4.6891 0.00
C -3.9990 -1.6549 4.4755 0.00
C -4.3069 -1.1824 3.2131 0.00
Cl -5.8408 -0.4256 2.9337 0.00
C -3.4320 -1.3297 2.1285 0.00
N -3.7437 -0.8780 0.8585 0.00
C -3.7542 -1.7475 -0.2602 0.00
C -3.9419 -3.1184 -0.0972 0.00
C -3.9900 -3.9562 -1.1963 0.00
C -3.8791 -3.4289 -2.4731 0.00
C -3.6971 -2.0661 -2.6325 0.00
C -3.6157 -1.2093 -1.5418 0.00
C -3.4243 0.2737 -1.7491 0.00
C -2.4961 0.9394 -0.7173 0.00
O -2.9553 1.8147 0.0044 0.01
O -1.2689 0.5391 -0.7169 0.01
H -0.9437 -2.9398 3.8002 0.00
H -2.5545 -2.7018 5.6639 0.00
H -4.7193 -1.5463 5.2739 0.00
H -4.4107 -0.1217 0.8227 0.00
H -4.0695 -3.5229 0.8993 0.00
H -4.1191 -5.0211 -1.0532 0.00
H -3.9325 -4.0748 -3.3394 0.00
H -3.6112 -1.6461 -3.6274 0.00
H -4.3835 0.7919 -1.6853 0.00
H -3.0052 0.4428 -2.7432 0.00
N 1.3248 0.3424 -1.7578 0.00
C 2.2086 0.9912 -2.1027 0.03
C 3.3522 1.7415 -2.4652 0.00
C 3.2448 3.0722 -2.8814 0.00
C 4.3823 3.7907 -3.1919 0.00
C 5.6354 3.1993 -3.0914 0.00
C 5.7448 1.8715 -2.6995 0.00
C 4.6148 1.1413 -2.3876 0.00
H 2.2675 3.5295 -2.9578 0.00
H 4.2937 4.8199 -3.5118 0.00
H 6.5243 3.7741 -3.3125 0.00
H 6.7183 1.4049 -2.6330 0.00
H 4.6854 0.1066 -2.0787 0.00

=====

58
Properties=species:S:1:pos:R:3:nbo_charge:R:1 method="wB97M-V/def2-TZVPD" gap_ev=9.1 total_charge=-1 e_homo_ev=-6.697
Zn 1.1280 -0.6678 -0.4718 1.73
N 0.7772 0.8146 1.9238 0.73
O 1.2448 0.8991 0.7305 -0.73
O 1.4851 0.2281 2.7233 -0.46
O -0.3138 1.2756 2.1953 -0.46
N 3.3199 -0.3451 -2.2401 0.72
O 3.9024 -0.6965 -1.2182 -0.45
O 2.1374 0.1510 -2.0990 -0.71
O 3.8080 -0.3903 -3.3740 -0.47
N 2.3796 -3.2045 -0.5407 0.74
O 1.9957 -2.3481 0.3012 -0.68
O 3.0623 -4.1202 -0.1136 -0.45
O 2.0475 -3.0059 -1.7071 -0.52
C -0.0895 -0.9244 -5.1686 -0.40
C -0.7779 0.4410 -4.7862 -0.40
C -1.7669 0.0596 -3.6622 -0.66
S -1.0081 -1.3799 -2.8535 2.18
O -1.8676 -2.5116 -3.0418 -0.93
O -0.6716 -1.0397 -1.4475 -1.05
C 0.4019 -1.4981 -3.8731 -0.71
H 0.6172 -0.8474 -5.9902 0.23
H -0.9769 -1.4941 -5.4650 0.20
H -1.2949 0.8272 -5.6306 0.21
H -0.0750 1.1969 -4.3630 0.23
H -2.7269 -0.3363 -4.0623 0.23
H -1.8820 0.8291 -2.9476 0.28
H 0.6146 -2.5553 -3.8650 0.27
H 1.2582 -0.9676 -3.4768 0.31
C 0.9469 -2.8822 4.9133 -0.40
C -0.4241 -2.2077 5.1819 -0.42
C -1.3789 -2.6188 4.0777 -0.64
S -0.3540 -2.9554 2.5639 2.17
O -0.4996 -1.9230 1.6172 -0.97
O -0.6457 -4.3157 2.1314 -0.95
C 1.2501 -2.7817 3.3949 -0.68
H 0.8134 -3.9309 5.2897 0.20
H 1.7580 -2.3935 5.5114 0.22
H -0.2853 -1.1323 5.0895 0.22
H -0.8665 -2.4577 6.1162 0.21
H -2.1727 -1.9498 3.7178 0.25
H -1.8176 -3.6471 4.2197 0.23
H 1.6387 -1.8192 3.0942 0.29
H 1.9324 -3.5552 3.1203 0.26
C -0.3488 4.7843 1.1707 -0.41
C -1.8945 4.6701 1.2587 -0.42
C -2.2553 3.4965 0.3445 -0.69
S -1.2449 3.7234 -1.0916 2.19
O -1.6807 4.8585 -1.8611 -0.95
O -1.0624 2.5369 -1.9046 -0.97
C 0.1740 4.0196 -0.0553 -0.70
H 0.1486 4.3807 2.0660 0.23
H -0.0938 5.7882 1.0697 0.21
H -2.3495 5.5974 1.0162 0.22
H -2.2937 4.6971 2.2392 0.23
H -3.2572 3.5057 -0.0221 0.24
H -2.0621 2.4790 0.7262 0.28
H 0.9138 4.5793 -0.6670 0.25
H 0.6826 3.0643 0.1950 0.30

=====

no.,strongest force on any atom (eV Å⁻¹)
1,5.6
2,1.1
3,0.3
4,5.6
5,5.4
6,3.7
7,4.0
8,2.9